Density functional theory data (ωB97M-V/def2-TZVPD) for an isolated ion of composition C5H14N3O3 and charge +1 at a distorted geometry.

Calculated values
Structure (SMILES) ... NC(N)=[NH+]COCOCCO
Charge ... +1
Total energy ... -16017.0723 eV
HOMO level ... -13.130 eV
HOMO-LUMO gap ... 8.818 eV
Energy relative to the best compared isomer or geometry (same formula, charge and spin) ... 1.577 eV

Cartesian coordinates (Å):
N1 1.546 -0.769 2.321
C1 0.497 0.051 2.552
N2 0.665 1.181 3.244
N3 -0.769 -0.219 2.114
C2 -1.187 0.573 0.896
O1 -1.926 -0.199 0.037
C3 -1.220 -1.221 -0.667
O2 -1.293 -1.066 -2.022
C4 -0.630 0.076 -2.545
C5 0.846 -0.177 -2.818
O3 1.451 1.017 -3.281
H1 1.390 -1.452 1.589
H2 2.450 -0.323 2.208
H3 1.443 1.808 3.123
H4 0.005 1.417 3.965
H5 -0.932 -1.214 2.008
H6 -1.827 1.378 1.231
H7 -0.316 1.013 0.402
H8 -0.183 -1.267 -0.302
H9 -1.691 -2.172 -0.440
H10 -0.729 0.953 -1.905
H11 -1.103 0.291 -3.495
H12 0.974 -0.912 -3.599
H13 1.351 -0.508 -1.904
H14 1.189 1.742 -2.713

These are the natural (NBO) partial charges, in e, on atoms 1 to 5:
1. N -0.727
2. C 0.718
3. N -0.770
4. N -0.634
5. C 0.114

=====

Density functional theory data (ωB97M-V/def2-TZVPD) for an isolated ion of composition C5H14N3S and charge +1 at a distorted geometry.

Calculated values
Structure (SMILES) ... CCCNN(S)C(C)=[NH2+]
Charge ... +1
Total energy ... -20708.8826 eV
HOMO level ... -14.029 eV
HOMO-LUMO gap ... 10.593 eV
Energy relative to the best compared isomer or geometry (same formula, charge and spin) ... 1.897 eV

Cartesian coordinates (Å):
C1 -0.986 -2.487 1.058
C2 -0.645 -1.129 0.411
C3 -0.250 -1.259 -1.056
N1 -0.148 0.093 -1.549
N2 0.840 0.833 -0.884
S1 2.459 0.073 -1.039
C4 0.463 1.934 -0.395
C5 1.509 2.776 0.283
N3 -0.770 2.351 -0.493
H1 -1.409 -2.175 2.023
H2 -1.868 -2.879 0.538
H3 -0.170 -3.191 1.215
H4 0.274 -0.678 0.932
H5 -1.473 -0.525 0.455
H6 0.729 -1.781 -0.989
H7 -1.084 -1.714 -1.599
H8 0.121 0.059 -2.643
H9 2.818 -0.496 0.134
H10 1.686 3.875 0.032
H11 1.144 2.900 1.405
H12 2.314 2.013 0.180
H13 -1.423 1.754 -0.908
H14 -0.928 3.238 0.038

These are the natural (NBO) partial charges, in e, on atoms 1 to 5:
1. C -0.616
2. C -0.388
3. C -0.254
4. N -0.464
5. N -0.338

=====

Density functional theory data (ωB97M-V/def2-TZVPD) for C5H14N3Sn as an isolated structure at a distorted geometry.

Calculated values
Charge ... +1
Total energy ... -15706.1340 eV
HOMO level ... -12.809 eV
HOMO-LUMO gap ... 9.795 eV
Energy relative to the best compared isomer or geometry (same formula, charge and spin) ... 0.000 eV

Cartesian coordinates (Å):
C1 1.385 -1.740 1.102
Sn1 -0.145 -0.895 -0.169
N1 0.078 1.621 -0.396
H1 -1.266 -2.209 0.102
H2 -0.703 1.959 0.178
H3 -0.809 -0.357 -1.680
H4 1.986 -2.451 0.521
H5 0.935 -2.259 1.961
H6 2.003 -0.886 1.413
H7 0.950 1.982 -0.002
H8 -0.028 2.030 -1.326
C2 0.020 1.336 4.916
N2 -0.592 0.714 3.753
C3 -1.724 -0.108 3.733
C4 -1.896 -0.510 2.447
N3 -0.883 0.052 1.676
C5 -0.095 0.763 2.511
H9 -0.595 2.170 5.283
H10 0.135 0.599 5.726
H11 1.001 1.727 4.616
H12 -2.276 -0.382 4.613
H13 -2.664 -1.130 2.012
H14 0.815 1.315 2.292

These are the natural (NBO) partial charges, in e, on atoms 1 to 5:
1. C -0.983
2. Sn 1.320
3. N -1.070
4. H -0.259
5. H 0.398

=====

Density functional theory data (ωB97M-V/def2-TZVPD) for C5H14N4 as an isolated structure at a distorted geometry.

Calculated values
Total energy ... -11369.4396 eV
HOMO level ... -8.196 eV
HOMO-LUMO gap ... 9.209 eV
Energy relative to the best compared isomer or geometry (same formula, charge and spin) ... 2.974 eV

Cartesian coordinates (Å):
C1 1.523 0.227 1.532
C2 1.588 -1.136 -1.642
N1 1.097 0.166 0.139
H1 1.201 1.077 -0.300
H2 0.830 0.808 2.155
H3 2.502 0.698 1.577
H4 1.604 -0.785 1.927
H5 1.455 -2.130 -1.231
H6 2.526 -0.692 -1.325
H7 1.581 -1.124 -2.724
C3 -0.282 -0.289 -0.177
C4 -1.260 0.870 0.115
N2 -0.527 -1.517 0.568
N3 -1.061 1.935 -0.758
C5 -2.129 0.882 1.130
N4 -0.194 -0.494 -1.592
H8 -0.615 -1.338 1.564
H9 -1.402 -1.919 0.255
H10 -1.796 2.627 -0.764
H11 -0.805 1.605 -1.683
H12 -0.817 -1.249 -1.869
H13 -2.210 0.066 1.828
H14 -2.808 1.711 1.275

These are the natural (NBO) partial charges, in e, on atoms 1 to 5:
1. C -0.425
2. C -0.360
3. N -0.611
4. H 0.374
5. H 0.181

=====

Density functional theory data (ωB97M-V/def2-TZVPD) for an isolated ion of composition C5H14N4 and charge +2 at a distorted geometry.

Calculated values
Charge ... +2
Total energy ... -11348.2520 eV
HOMO level (spin up / spin down) ... -12.965 / -18.190 eV
HOMO-LUMO gap (spin up / spin down) ... 3.941 / 8.094 eV
<S²> ... 2.0080
2S+1 ... 3
Energy relative to the best compared isomer or geometry (same formula, charge and spin) ... 1.401 eV

Cartesian coordinates (Å):
C1 1.699 0.213 4.082
C2 1.274 0.770 1.785
C3 0.139 -0.028 -1.571
C4 -1.418 0.823 -3.047
C5 -1.615 -1.540 -2.341
N1 0.911 0.665 3.211
N2 -1.057 -0.165 -2.277
N3 -0.436 -0.191 0.143
N4 0.026 0.725 0.984
H1 1.334 0.295 5.112
H2 2.379 -0.502 3.752
H3 1.598 1.733 1.640
H4 1.830 -0.106 1.462
H5 0.893 -0.902 -1.548
H6 0.535 0.925 -1.576
H7 -0.942 1.817 -3.061
H8 -2.324 1.002 -3.711
H9 -2.268 -1.556 -1.567
H10 -2.254 -1.773 -3.135
H11 -0.959 -2.358 -2.207
H12 0.001 1.142 3.403
H13 -0.067 -1.053 0.505
H14 -0.530 1.547 0.863

These are the natural (NBO) partial charges, in e, on atoms 1 to 5:
1. C 0.180
2. C -0.080
3. C 0.037
4. C -0.207
5. C -0.423

=====

Density functional theory data (ωB97M-V/def2-TZVPD) for a 2-piece molecular cluster, C5H14NO overall at a distorted geometry.

Calculated values
Total energy ... -8946.3339 eV
HOMO level (spin up / spin down) ... -4.358 / -7.874 eV
HOMO-LUMO gap (spin up / spin down) ... 4.607 / 8.082 eV
<S²> ... 0.7539
2S+1 ... 2
Energy relative to the best compared isomer or geometry (same formula, charge and spin) ... 1.780 eV

Cartesian coordinates (Å):
C1 3.410 1.218 0.198
C2 1.921 0.862 0.182
C3 1.259 1.132 1.535
H1 3.617 2.254 0.466
H2 3.828 0.999 -0.785
H3 3.923 0.615 0.950
H4 1.840 -0.182 -0.132
H5 1.440 1.465 -0.592
H6 0.180 0.955 1.549
H7 1.626 0.455 2.307
H8 1.459 2.158 1.840
O1 -1.313 -1.823 0.461
C4 -2.370 -1.595 -0.237
C5 -2.354 -0.377 -1.153
N1 -0.982 0.151 -0.985
H9 -3.368 -1.965 0.035
H10 -2.488 -0.605 -2.210
H11 -3.072 0.410 -0.871
H12 -0.812 1.070 -1.387
H13 -0.771 0.231 0.017
H14 -0.290 -0.541 -1.287

These are the natural (NBO) partial charges, in e, on atoms 1 to 5:
1. C -0.601
2. C -0.402
3. C -0.607
4. H 0.204
5. H 0.209

=====

Density functional theory data (ωB97M-V/def2-TZVPD) for a 2-piece molecular cluster, C5H14NO overall at a distorted geometry.

Calculated values
Total energy ... -8943.9997 eV
HOMO level (spin up / spin down) ... -3.269 / -9.727 eV
HOMO-LUMO gap (spin up / spin down) ... 4.167 / 10.381 eV
<S²> ... 0.7506
2S+1 ... 2
Energy relative to the best compared isomer or geometry (same formula, charge and spin) ... 4.114 eV

Cartesian coordinates (Å):
C1 1.482 -0.684 -0.599
C2 0.831 0.525 -1.433
C3 -0.348 1.082 -0.635
C4 0.136 2.616 1.466
C5 -0.280 1.461 0.872
N1 0.373 -1.752 -0.368
H1 1.806 -0.434 0.341
H2 2.285 -1.075 -1.264
H3 1.579 1.168 -1.443
H4 0.421 0.342 -2.453
H5 -1.193 0.331 -0.622
H6 -0.905 1.943 -1.113
H7 0.410 3.561 1.006
H8 0.375 2.440 2.554
H9 -0.568 0.656 1.632
H10 0.570 -2.361 -1.176
H11 0.584 -2.276 0.542
H12 -0.557 -1.199 -0.346
H13 -1.967 -2.355 1.559
H14 -2.906 -2.156 0.618
O1 -2.127 -1.832 0.860

These are the natural (NBO) partial charges, in e, on atoms 1 to 5:
1. C -0.299
2. C -0.403
3. C -0.467
4. C -0.409
5. C -0.191

=====

Density functional theory data (ωB97M-V/def2-TZVPD) for a 2-piece molecular cluster, C5H14NO overall at a distorted geometry.

Calculated values
Charge ... +1
Total energy ... -8941.7406 eV
HOMO level ... -13.156 eV
HOMO-LUMO gap ... 9.963 eV
Energy relative to the best compared isomer or geometry (same formula, charge and spin) ... 2.267 eV

Cartesian coordinates (Å):
C1 -1.831 0.931 0.330
C2 -0.766 -0.081 0.014
C3 0.700 0.411 -0.154
C4 0.717 1.650 -1.040
C5 0.145 1.689 -2.259
N1 -0.515 -1.066 1.295
H1 -1.957 1.126 1.364
H2 -2.826 0.440 0.164
H3 -1.777 1.691 -0.431
H4 -1.042 -0.503 -0.961
H5 1.155 0.585 0.819
H6 1.258 -0.396 -0.676
H7 1.306 2.549 -0.793
H8 0.251 2.543 -2.910
H9 0.111 0.805 -2.935
H10 0.213 -1.762 1.072
H11 -0.150 -0.481 2.039
H12 -1.402 -1.430 1.655
H13 2.451 -2.634 1.811
H14 2.217 -3.166 0.398
O1 1.742 -2.901 1.198

These are the natural (NBO) partial charges, in e, on atoms 1 to 5:
1. C -0.671
2. C 0.010
3. C -0.476
4. C -0.181
5. C -0.416

=====

Density functional theory data (ωB97M-V/def2-TZVPD) for a 2-piece molecular cluster, C5H14NO overall at a distorted geometry.

Calculated values
Charge ... +1
Total energy ... -8940.9212 eV
HOMO level ... -12.909 eV
HOMO-LUMO gap ... 9.620 eV
Energy relative to the best compared isomer or geometry (same formula, charge and spin) ... 3.087 eV

Cartesian coordinates (Å):
C1 1.549 1.679 -0.627
C2 0.449 0.744 -0.298
C3 0.813 -0.874 -0.355
C4 0.211 -1.441 -1.668
C5 -1.227 -1.329 -1.861
N1 -0.131 0.999 1.024
H1 1.393 1.834 -1.724
H2 2.522 1.481 -0.153
H3 1.233 2.685 -0.553
H4 -0.468 0.809 -1.013
H5 1.803 -1.089 -0.472
H6 0.363 -1.349 0.614
H7 0.812 -1.590 -2.568
H8 -1.718 -1.626 -2.805
H9 -1.922 -0.986 -1.026
H10 -0.794 0.249 1.368
H11 0.691 1.187 1.699
H12 -0.676 1.893 1.071
H13 -2.027 -1.539 2.542
H14 -1.251 -1.006 3.828
O1 -1.625 -0.730 2.974

These are the natural (NBO) partial charges, in e, on atoms 1 to 5:
1. C -0.696
2. C -0.051
3. C -0.444
4. C -0.195
5. C -0.384

=====

Density functional theory data (ωB97M-V/def2-TZVPD) for a 2-piece molecular cluster, C5H14NO overall at a distorted geometry.

Calculated values
Charge ... +1
Total energy ... -8943.0816 eV
HOMO level ... -13.095 eV
HOMO-LUMO gap ... 9.856 eV
Energy relative to the best compared isomer or geometry (same formula, charge and spin) ... 0.926 eV

Cartesian coordinates (Å):
C1 1.595 -0.625 -0.276
C2 0.196 -1.014 -0.667
C3 -0.888 -0.439 0.240
C4 -1.518 -1.207 1.126
C5 -2.681 -0.851 2.014
N1 1.625 0.824 0.192
H1 2.314 -0.652 -1.062
H2 1.948 -1.191 0.575
H3 0.090 -2.081 -0.739
H4 -0.097 -0.670 -1.649
H5 -1.218 0.595 0.157
H6 -1.212 -2.233 1.307
H7 -2.520 -1.320 2.972
H8 -3.582 -1.274 1.548
H9 -2.877 0.214 2.140
H10 0.886 0.956 0.882
H11 1.402 1.449 -0.619
H12 2.515 1.085 0.611
H13 0.757 3.184 -1.968
H14 1.826 2.370 -2.723
O1 1.058 2.276 -2.137

These are the natural (NBO) partial charges, in e, on atoms 1 to 5:
1. C -0.195
2. C -0.467
3. C -0.295
4. C -0.096
5. C -0.656

=====

Density functional theory data (ωB97M-V/def2-TZVPD) for an isolated ion of composition C5H14NO and charge +1 at a distorted geometry.

Calculated values
Structure (SMILES) ... CC(C)[C@@H](O)C[NH3+]
Charge ... +1
Total energy ... -8942.1950 eV
HOMO level ... -14.297 eV
HOMO-LUMO gap ... 10.664 eV
Energy relative to the best compared isomer or geometry (same formula, charge and spin) ... 1.813 eV

Cartesian coordinates (Å):
C1 -1.346 1.232 0.046
C2 -0.844 -0.123 -0.387
C3 -1.975 -1.218 -0.156
C4 0.340 -0.404 0.550
O1 0.976 -1.596 0.255
C5 1.479 0.619 0.611
N1 2.311 0.496 -0.676
H1 -1.439 1.449 1.110
H2 -2.349 1.256 -0.294
H3 -0.947 2.109 -0.532
H4 -0.505 -0.186 -1.373
H5 -2.561 -1.045 0.830
H6 -2.652 -0.900 -0.867
H7 -1.758 -2.261 -0.254
H8 -0.098 -0.388 1.600
H9 0.583 -2.454 0.486
H10 1.173 1.592 0.841
H11 2.075 0.173 1.341
H12 2.087 -0.323 -1.252
H13 3.333 0.604 -0.590
H14 2.118 1.366 -1.289

These are the natural (NBO) partial charges, in e, on atoms 1 to 5:
1. C -0.652
2. C -0.243
3. C -0.611
4. C 0.108
5. O -0.772